Density functional theory data (ωB97M-V with the def2-TZVPD basis set) for a single C5H5NO molecule at a distorted geometry.

Geometry (Å):
1 O 1.1350 1.7729 1.4162
2 C 0.1080 1.1007 0.9320
3 C 0.6526 -0.0731 0.2193
4 C -0.2400 -1.2939 0.2906
5 C -0.1736 -0.5261 -0.9842
6 C -1.3062 0.2570 -1.4365
7 N -2.1992 0.8589 -1.8620
8 H 0.7877 2.5471 1.8824
9 H 1.7307 -0.2290 0.1423
10 H -1.1459 -1.1998 0.8812
11 H 0.2470 -2.2627 0.3180
12 H 0.4039 -0.9521 -1.7992

Force components x, y, z for each atom (eV/Å):
-0.27 0.00 -0.02
0.44 -0.14 -0.05
-0.01 0.21 0.10
-0.13 -0.17 0.01
-0.04 -0.06 -0.13
-0.78 0.57 -0.39
0.93 -0.67 0.45
0.05 -0.08 -0.03
-0.22 0.07 0.03
0.17 0.03 -0.10
-0.06 0.17 -0.01
-0.09 0.07 0.14

## Properties
2S+1 ... 1
Orbital gap ... 9.7 eV
Net charge ... 0